Formula: C22H56BF3N4O8S
Source: the Open Molecules 2025 dataset
Level of theory: wB97M-V/def2-TZVPD

Geometry as XYZ:
```
95
Properties=species:S:1:pos:R:3
O -4.7370 -5.3711 0.0123
S -3.7553 -4.8934 -0.9261
O -3.4327 -5.7728 -2.0057
O -2.4701 -4.5039 -0.0969
C -4.3560 -3.3524 -1.5643
C -3.6421 -2.7420 -2.7800
C -2.1360 -3.0125 -2.9399
B -1.2502 -2.1937 -1.9260
C -0.9115 -0.6751 -2.1350
C -1.5273 0.1618 -1.0222
O -2.8949 0.4085 -1.2668
C -0.7856 1.5132 -0.7906
F 0.3242 1.6508 -1.5520
F -0.3885 1.6313 0.5046
F -1.5846 2.5688 -1.0822
H -2.4906 -5.0290 0.7120
H -4.4637 -2.6546 -0.7422
H -5.3631 -3.6293 -1.8536
H -3.7562 -1.6643 -2.6862
H -4.1692 -3.0089 -3.6868
H -1.8716 -2.6303 -3.9301
H -1.8979 -4.0697 -2.9540
H -0.8106 -2.7626 -0.9767
H 0.1746 -0.5932 -2.0885
H -1.1986 -0.2845 -3.1115
H -1.4793 -0.3870 -0.0873
H -3.0018 0.4728 -2.2154
C -4.6058 5.0500 2.6235
C -3.7837 4.3967 1.5177
C -2.5091 5.1729 1.1562
O -2.7221 6.3162 0.3514
C -3.0709 7.4940 1.0521
N -4.6449 4.1697 0.3544
H -5.1387 5.9320 2.2688
H -5.3535 4.3509 2.9968
H -3.9731 5.3460 3.4627
H -3.4613 3.4178 1.8856
H -1.8749 4.5120 0.5622
H -1.9382 5.4393 2.0558
H -2.5549 7.5553 2.0148
H -4.1500 7.5632 1.2111
H -2.7663 8.3422 0.4397
H -4.1260 3.6457 -0.3451
H -4.8147 5.0711 -0.0827
C 1.2461 0.9773 -7.7902
C 0.8772 -0.4356 -8.2295
C -0.6278 -0.7306 -8.1540
O -1.1133 -0.9827 -6.8488
C -1.4415 0.1644 -6.0929
N 1.6733 -1.3949 -7.4597
H 1.1892 1.0966 -6.7082
H 2.2697 1.2050 -8.0848
H 0.5904 1.7181 -8.2521
H 1.1636 -0.5358 -9.2804
H -0.8223 -1.6471 -8.7165
H -1.2122 0.0675 -8.6299
H -1.8691 0.9544 -6.7165
H -0.5691 0.5474 -5.5559
H -2.1879 -0.1344 -5.3546
H 1.5050 -2.3321 -7.8136
H 1.3029 -1.4160 -6.5138
C 3.4573 -1.0050 2.6355
C 2.5789 -0.2844 1.6190
C 1.3758 -1.1142 1.1525
O 1.6798 -2.1190 0.2037
C 2.1330 -3.3465 0.7413
N 3.4108 0.1643 0.4989
H 4.0633 -1.7849 2.1738
H 4.1445 -0.3015 3.1042
H 2.8588 -1.4597 3.4269
H 2.1749 0.6069 2.1088
H 0.6863 -0.4420 0.6459
H 0.8346 -1.5439 2.0064
H 1.6321 -3.5784 1.6859
H 3.2149 -3.3436 0.8929
H 1.8955 -4.1278 0.0194
H 2.8485 0.7284 -0.1330
H 3.6586 -0.6543 -0.0499
C 5.6843 -0.5720 8.5447
C 4.7960 0.1341 7.5261
C 3.6085 -0.7156 7.0508
O 3.9392 -1.7126 6.1047
C 4.4168 -2.9287 6.6482
N 5.6276 0.6011 6.4140
H 6.3056 -1.3385 8.0821
H 6.3554 0.1451 9.0156
H 5.0881 -1.0411 9.3299
H 4.3741 1.0159 8.0172
H 2.9044 -0.0535 6.5389
H 3.0716 -1.1582 7.9001
H 3.9174 -3.1708 7.5907
H 5.4981 -2.9023 6.8023
H 4.2013 -3.7165 5.9267
H 5.0606 1.1566 5.7798
H 5.8931 -0.2109 5.8636
```

* charge: 0
* LUMO: 0.0072 hartree
* electronic energy: -2415.3091 Eh
* orbital gap: 9.32 eV
* HOMO level: -9.12 eV
* maximum force: 1.988 eV Å⁻¹